Record 1
A structure of composition C36H48N6O10S2Se2W in a non-equilibrium geometry. Source: the Open Molecules 2025 dataset; level of theory: ωB97M-V/def2-TZVPD.

Each line ends with the Mulliken charge.
Element x y z (Å)
W 0.48944 0.34054 0.68012  2.1430
C 0.69763 0.85217 -2.56125  -1.1575
N 0.30909 -0.05128 -1.47038  0.3508
C -0.00512 -1.26164 -1.80982  -0.4599
C -0.23805 -2.18574 -0.76707  -0.1735
C -0.50229 -3.54032 -0.69425  -0.4111
C -0.56491 -3.84745 0.68194  -1.3430
C -0.34117 -2.66739 1.37018  -0.8435
N -0.13347 -1.64498 0.49665  0.4609
C -0.37288 1.10993 -3.59217  0.7415
C -0.00160 1.24513 -4.92603  -0.5518
C -0.94055 1.57461 -5.89359  -0.9643
C -2.26528 1.76966 -5.53245  -0.6412
C -2.64381 1.61021 -4.20595  -1.1220
C -1.70916 1.27258 -3.23891  1.8391
H 1.57925 0.43019 -3.04792  -0.0434
H 1.01638 1.77936 -2.09763  -0.3478
H -0.04048 -1.55281 -2.85578  0.4972
H -0.65961 -4.20788 -1.52654  0.6673
H -0.77419 -4.80761 1.12381  0.4845
H -0.30188 -2.49253 2.43356  0.5671
H 1.03345 1.08724 -5.20766  0.4964
H -0.63670 1.67826 -6.92723  0.4062
H -2.99758 2.04172 -6.28292  0.5265
H -3.67956 1.76416 -3.92283  0.4132
H -2.00520 1.13696 -2.20426  -0.4972
O -0.12719 6.52763 -1.40472  -0.5256
C 1.00632 5.66908 -1.46864  -1.5099
C 0.81517 4.50938 -0.47525  2.4038
C 0.52901 5.15483 0.89033  -1.3983
O 0.94538 4.30866 1.94826  -0.4508
C 2.14870 3.75562 -0.48772  -1.9667
Se 2.47047 1.97858 0.33118  -0.1478
C -0.35324 3.68086 -1.01949  -1.6141
Se -1.04819 2.36215 0.23440  -0.0202
H -0.04164 7.20541 -2.08018  0.3466
H 1.91868 6.21697 -1.20520  0.5249
H 1.12935 5.26506 -2.48025  0.4426
H -0.53810 5.38508 0.95698  0.4187
H 1.07939 6.10297 0.93749  0.4504
H 0.57413 4.64603 2.76785  0.3106
H 2.89025 4.36602 0.02954  0.5969
H 2.47677 3.64303 -1.52414  0.6582
H -0.10102 3.27173 -1.99551  0.3070
H -1.20298 4.34819 -1.16900  0.8470
C -6.34184 -0.97458 -6.34918  -1.2603
C -5.02923 -1.16372 -5.60724  0.0204
S -5.20908 -1.75719 -3.94223  1.1816
O -6.04898 -2.92809 -3.95697  -0.7064
O -3.89176 -1.81893 -3.36175  -0.4638
C -6.12412 -0.46789 -3.10330  -0.2522
C -6.45432 -0.85788 -1.66474  -1.5679
N -5.27214 -1.01099 -0.82755  0.2839
C -4.37402 -0.02526 -0.55243  0.8012
N -3.25103 -0.49538 -0.05245  -0.1720
C -3.41087 -1.84448 0.02345  -0.2344
C -4.63717 -2.18298 -0.45384  -0.2973
N -5.20970 -3.49048 -0.47733  1.1286
O -6.41373 -3.59949 -0.65045  -0.6859
O -4.45284 -4.41643 -0.26369  -0.6426
C -4.64326 1.42040 -0.79425  -1.5567
H -6.14570 -0.80189 -7.40657  0.4089
H -6.89894 -0.11548 -5.97443  0.3025
H -6.96558 -1.86288 -6.25743  0.3329
H -4.42030 -0.26074 -5.54292  -0.1332
H -4.41710 -1.94670 -6.06075  0.4316
H -7.05898 -0.33370 -3.64813  0.6542
H -5.52364 0.43942 -3.16843  0.1358
H -6.99602 -1.79829 -1.64811  0.4832
H -7.09407 -0.09008 -1.23006  0.4273
H -2.68055 -2.51680 0.43803  0.6188
H -5.70980 1.64238 -0.77375  0.4508
H -4.23592 1.75081 -1.75190  0.0910
H -4.14199 1.99908 -0.02129  0.4258
C 8.62241 1.57613 -2.50419  -1.4892
C 7.45575 0.63896 -2.65394  0.9030
C 6.15203 1.08715 -2.48365  -0.9549
C 5.07495 0.22424 -2.63402  0.2221
C 5.31481 -1.10460 -2.94779  0.0082
C 6.61112 -1.57911 -3.11810  -0.7415
C 7.66871 -0.70182 -2.97646  -0.6754
S 3.96650 -2.22766 -3.05868  1.1566
O 4.32012 -3.36058 -3.86376  -0.7797
O 2.79465 -1.45359 -3.39219  -0.5481
N 3.86989 -2.78244 -1.51412  -0.3317
C 3.36268 -1.82578 -0.52276  0.5075
C 3.03821 -2.53935 0.77399  -0.5960
C 2.46197 -1.63373 1.84378  -0.1014
O 2.32481 -1.98211 2.98415  -0.6709
O 2.15490 -0.39802 1.41948  -0.5357
H 8.31314 2.52560 -2.07022  0.3467
H 9.08133 1.78106 -3.47325  0.3282
H 9.39009 1.13975 -1.86436  0.3656
H 5.96796 2.12156 -2.22046  0.3606
H 4.06420 0.58387 -2.48848  0.3826
H 6.76758 -2.62033 -3.36607  0.4703
H 8.68234 -1.06021 -3.11241  0.4018
H 3.36881 -3.66698 -1.53029  0.3835
H 2.47911 -1.31722 -0.90547  -0.3640
H 4.12296 -1.06250 -0.35210  0.2928
H 3.92059 -3.02212 1.19551  0.5637
H 2.28826 -3.32053 0.60618  0.1530
C -0.48259 0.54245 2.30944  -0.7461
H 0.20728 0.66189 3.15127  0.3809
H -1.52985 0.63082 2.58080  0.3908

**ΔE to the lowest compared entry with this formula, charge and spin**: 8.3 kcal per mole
**Lowest unoccupied orbital energy**: -1.1 eV
**Kohn-Sham gap**: 6.4 eV


Record 2
A cluster of 2 separate species, C5H14N2O in total in a non-equilibrium geometry. Source: the Open Molecules 2025 dataset; level of theory: ωB97M-V/def2-TZVPD.

Each line ends with the Mulliken charge.
Element x y z (Å)
C 0.82352 1.31339 1.38941  -0.0452
C 1.84662 -0.72517 -1.00096  -1.0349
N 0.82627 -0.55441 0.01472  -0.3298
O 0.52897 1.78599 2.64569  -0.5446
H -0.40022 2.06407 2.59781  0.3926
H 0.89597 -1.18748 0.80406  0.3023
H 0.67720 2.02025 0.58308  0.2627
H 1.86268 0.99762 1.42229  0.2622
H 2.80762 -0.40591 -0.58908  0.3035
H 1.64627 -0.12245 -1.88610  0.3427
H 1.92763 -1.77006 -1.32698  0.3060
C -1.31930 -1.49098 -0.72669  -1.6931
C -0.58813 -0.20615 -0.29403  1.3769
N -0.58856 0.76278 -1.38395  -0.6520
C -1.09205 0.39707 0.99243  -1.7217
H -0.93737 0.36569 -2.24673  0.2327
H -1.15930 1.56566 -1.15180  0.2373
H -1.27692 -2.24579 0.06249  0.3821
H -2.37253 -1.27191 -0.91339  0.3803
H -0.88128 -1.92245 -1.63506  0.4009
H -1.22040 -0.35000 1.78312  0.3284
H -2.00669 0.98027 0.85967  0.5109

**ΔE to the lowest compared entry with this formula, charge and spin**: 116.2 kcal per mole
**Lowest unoccupied orbital energy**: 0.9 eV
**Kohn-Sham gap**: 8.5 eV


Record 3
A structure of composition C33H24MoN12O. Source: the Open Molecules 2025 dataset; level of theory: ωB97M-V/def2-TZVPD.

Each line ends with the Mulliken charge.
Element x y z (Å)
Mo -0.29030 -0.37704 0.27360  -0.7572
C -3.38578 -3.60788 -0.34486  -0.9252
C -3.29056 -3.74332 -1.73366  -0.5382
C -2.86102 -2.66343 -2.45695  -0.5944
C -2.46974 -1.49440 -1.78991  0.7802
N -2.33940 -1.43708 -0.45254  0.2122
C -2.90295 -2.46789 0.23555  -0.3701
N -2.36433 -0.36163 -2.56248  -0.4178
C -1.97637 0.75419 -2.08943  -0.8800
N -1.24419 1.01195 -0.90034  0.2941
C -0.84169 2.36835 -0.98178  -0.1033
N -0.11424 3.06300 -0.20296  -0.4323
C 0.30313 2.65394 1.04051  0.2764
C 0.93977 3.63673 1.80906  -0.6496
C 1.28243 3.38290 3.10980  -0.5833
C 0.98510 2.12472 3.63629  -0.9417
C 0.40485 1.19573 2.81935  -0.2218
N 0.05951 1.42332 1.52373  0.6762
C -1.41950 2.97178 -2.18963  0.2481
C -1.35494 4.27014 -2.65765  -0.2202
C -2.03239 4.54216 -3.83991  -0.6721
C -2.74549 3.54715 -4.51534  -0.6546
C -2.80289 2.24757 -4.02909  -0.2119
C -2.12182 1.99524 -2.85192  0.6521
H -3.84060 -4.37151 0.26992  0.4957
H -3.61784 -4.64848 -2.22839  0.4958
H -2.88449 -2.63979 -3.53757  0.5335
H -2.99599 -2.34923 1.30195  0.6181
H 1.11211 4.59254 1.33632  0.5911
H 1.76495 4.13976 3.71390  0.4692
H 1.22432 1.85959 4.65614  0.5105
H 0.24593 0.19887 3.19072  0.4950
H -0.80509 5.03401 -2.12536  0.5810
H -2.01239 5.54438 -4.24648  0.4473
H -3.26333 3.79771 -5.43128  0.4419
H -3.35445 1.47053 -4.54055  0.5617
O 1.34282 -0.78695 1.19431  0.9767
C 2.57598 -0.26454 1.35906  0.3630
C 3.25392 -0.54178 2.54234  -0.8189
C 4.49432 0.02062 2.76616  -0.7848
C 5.07059 0.86318 1.81254  -1.0140
C 4.41081 1.10090 0.62566  -1.2548
C 3.15683 0.53243 0.38082  0.5712
C 2.49308 0.61210 -0.91016  0.3829
N 1.26323 0.19335 -1.18227  1.3981
C 1.09165 0.30630 -2.55507  -0.8881
C 2.22129 0.81314 -3.09982  -1.1521
N 3.08921 1.00743 -2.05180  -0.0774
H 2.78644 -1.18753 3.27470  0.5624
H 5.01823 -0.18881 3.68934  0.4910
H 6.03419 1.31661 1.99665  0.4565
H 4.87531 1.74580 -0.11105  0.4689
H 0.18474 0.01290 -3.05373  0.6462
H 2.47788 1.05013 -4.11708  0.4429
H 4.03465 1.34357 -2.12812  0.1893
N 1.03049 -4.44088 -0.48305  0.0144
C 0.79652 -3.27662 -1.08362  -0.4544
N 0.15404 -2.49353 -0.23789  0.9391
C 0.04795 -3.25542 0.89581  0.1546
N 0.56764 -4.44510 0.78485  -0.7415
C -0.64518 -2.72776 2.08097  -0.1154
C -0.98426 -3.51219 3.17306  -0.3556
N -1.74445 -3.04266 4.15482  -0.5010
C -2.17804 -1.79091 4.05081  -0.6701
C -1.81802 -0.97717 2.98580  -0.5184
N -1.03871 -1.44719 2.01226  0.6691
H 1.48607 -5.26042 -0.85658  0.2016
H 1.07719 -3.04211 -2.09772  0.5988
H -0.64435 -4.53889 3.23465  0.5333
H -2.82367 -1.41317 4.83367  0.4906
H -2.14868 0.05059 2.91089  0.5889

**ΔE to the lowest compared entry with this formula, charge and spin**: 10.9 kcal per mole
**Lowest unoccupied orbital energy**: -6.8 eV
**Kohn-Sham gap**: 6.8 eV
**Charge**: +2


Record 4
A cluster of 5 separate species, C10H9Cl12F2INO7PS in total in a non-equilibrium geometry. Source: the Open Molecules 2025 dataset; level of theory: ωB97M-V/def2-TZVPD.

Each line ends with the Mulliken charge.
Element x y z (Å)
O 4.59318 0.27142 1.74414  -0.4353
C 4.03154 -0.65394 1.26553  0.2058
I 3.84642 -0.85421 -0.86291  0.0302
C 3.35348 -1.75521 2.06165  -0.6536
C 1.90073 -1.39956 2.30049  0.4334
O 1.42066 -1.13615 3.36008  -0.4523
O 1.20363 -1.43057 1.13678  -0.2587
C 0.10579 -0.56361 0.89413  -0.4309
N -1.21504 -1.20785 0.97017  0.3863
C -1.49983 -1.96847 2.17397  0.3830
O -0.98776 -2.96989 2.50134  -0.3882
F -2.50499 -1.42655 2.81029  -0.2081
C -1.38630 -2.03439 -0.19648  0.4350
O -0.91349 -3.07922 -0.46602  -0.4738
F -2.20326 -1.38426 -1.04065  -0.2141
P 0.04495 1.11355 1.74356  0.8316
O 1.54862 1.62120 1.72701  -0.4281
O -0.56496 1.96235 0.53357  -0.5376
S -0.91325 1.23703 3.38316  -0.3112
H 3.84285 -1.91284 3.02216  0.3550
H 3.37953 -2.68384 1.48488  0.3688
H 0.22368 -0.31135 -0.16744  0.6471
H 2.01551 1.36466 2.53778  0.3644
H -1.30907 1.50062 0.12001  0.3496
C 0.80627 5.58023 3.41396  0.0834
Cl 2.54942 5.85741 3.51425  -0.1240
Cl 0.40388 4.72217 1.93057  -0.0545
Cl 0.22886 4.72158 4.83720  -0.1143
H 0.31736 6.54525 3.38046  0.2144
C -2.16187 -3.31523 -3.15212  0.4573
Cl -3.47039 -2.28120 -3.72569  -0.1500
Cl -2.34682 -4.95935 -3.75746  -0.0878
Cl -0.59112 -2.64939 -3.60857  -0.1450
H -2.20564 -3.34608 -2.07141  -0.0780
C -3.55280 -7.45742 -7.06811  0.0782
Cl -4.93410 -6.45400 -7.50436  -0.1163
Cl -3.44380 -7.64912 -5.31822  -0.1185
Cl -3.63008 -9.02487 -7.87045  -0.1239
H -2.65556 -6.95397 -7.40290  0.2759
C 1.43688 8.90855 0.25655  0.0512
Cl 0.35123 9.83830 -0.77605  -0.1213
Cl 1.00047 9.10891 1.95799  -0.1270
Cl 1.44788 7.21006 -0.19983  -0.0877
H 2.43732 9.29927 0.12701  0.2899

**Lowest unoccupied orbital energy**: -0.3 eV
**Kohn-Sham gap**: 9.3 eV